[1]
Here is a 2-piece molecular cluster, CH4N2OS overall from OMol25. Energies are from ωB97M-V with the def2-TZVPD basis set.

## Properties
net charge: 0
orbital gap: 6.855 eV
energy above the lowest of the compared OMol25 structures with the same formula, charge and spin: 641.8 kJ/mol
calculated total energy: -623.214743 hartree
highest occupied orbital energy: -9.645 eV
strongest force on any atom: 0.13037 hartree/bohr

The geometry in XYZ format:
```
9
CH4N2OS, DFT ωB97M-V with the def2-TZVPD basis set
H -1.73 0.91 1.48
H 0.33 -1.62 -2.18
H 1.73 0.00 -0.21
O 1.04 0.91 1.83
C 0.23 0.56 0.86
S 0.60 -0.28 -1.99
H -1.91 -0.75 -0.26
N -1.01 0.75 0.70
N 0.73 -0.48 -0.22
```

[2]
Here is one molecule with the formula CH4N2OS2 from OMol25. Energies are from ωB97M-V with the def2-TZVPD basis set.

## Properties
net charge: 0
orbital gap: 8.601 eV
SMILES: NSSC(N)=O
energy above the lowest of the compared OMol25 structures with the same formula, charge and spin: 100.3 kJ/mol
calculated total energy: -1021.589430 hartree
highest occupied orbital energy: -8.763 eV
strongest force on any atom: 0.06781 hartree/bohr

The geometry in XYZ format:
```
10
CH4N2OS2, DFT ωB97M-V with the def2-TZVPD basis set
N 2.74 -0.52 0.81
S 2.01 -1.04 -0.65
H -2.35 -0.19 -1.57
C -1.75 -1.04 0.07
H 2.85 0.45 1.23
O -1.85 -1.49 1.12
S 0.00 -0.26 -0.69
H -3.69 -1.05 -1.03
N -2.66 -0.80 -0.87
H 2.37 -1.01 1.67
```

[3]
Here is one molecule with the formula CH4N2Si from OMol25. Energies are from ωB97M-V with the def2-TZVPD basis set.

## Properties
net charge: 0
orbital gap (spin up / spin down): 7.503 / 7.300 eV
energy above the lowest of the compared OMol25 structures with the same formula, charge and spin: 563.3 kJ/mol
calculated total energy: -439.283338 hartree
highest occupied orbital energy (spin up / spin down): -8.940 / -9.069 eV
strongest force on any atom: 0.05564 hartree/bohr

The geometry in XYZ format:
```
8
CH4N2Si, DFT ωB97M-V with the def2-TZVPD basis set
H 0.98 -1.49 -0.73
H 1.80 -0.28 1.35
Si 1.35 -0.16 -0.09
H -2.50 -0.46 -0.49
N 1.42 1.49 -0.38
H -0.86 1.14 0.66
N -1.48 -0.52 -0.44
C -0.71 0.27 0.12
```

[4]
Here is an isolated ion of composition CH4N3 and charge +1 from OMol25. Energies are from ωB97M-V with the def2-TZVPD basis set.

## Properties
net charge: +1
orbital gap (spin up / spin down): 9.055 / 9.043 eV
energy above the lowest of the compared OMol25 structures with the same formula, charge and spin: 448.5 kJ/mol
calculated total energy: -204.334940 hartree
highest occupied orbital energy (spin up / spin down): -15.041 / -15.037 eV
strongest force on any atom: 0.07932 hartree/bohr

The geometry in XYZ format:
```
8
CH4N3, DFT ωB97M-V with the def2-TZVPD basis set
N -1.81 0.35 0.19
H -2.77 0.06 0.11
H -0.62 -1.26 -0.39
H 2.50 0.43 -0.30
N 1.55 0.30 0.10
N -0.75 -0.22 -0.24
H 1.41 0.21 1.09
C 0.49 0.13 -0.56
```

[5]
Here is an isolated ion of composition CH4N3 and charge +1 from OMol25. Energies are from ωB97M-V with the def2-TZVPD basis set.

## Properties
net charge: +1
orbital gap: 10.261 eV
SMILES: N#[N+]CN
energy above the lowest of the compared OMol25 structures with the same formula, charge and spin: 197.7 kJ/mol
calculated total energy: -204.430457 hartree
highest occupied orbital energy: -16.158 eV
strongest force on any atom: 0.09951 hartree/bohr

The geometry in XYZ format:
```
8
CH4N3, DFT ωB97M-V with the def2-TZVPD basis set
H -0.95 0.50 1.21
N -1.00 -0.07 0.42
H -1.17 -1.02 0.50
N 1.18 -0.30 0.02
C 0.00 0.39 -0.55
H 0.21 1.38 -0.57
H -0.16 0.11 -1.56
N 1.89 -0.99 0.53
```

[6]
Here is a 2-piece molecular cluster, CH4N3O overall from OMol25. Energies are from ωB97M-V with the def2-TZVPD basis set.

## Properties
net charge: +1
orbital gap (spin up / spin down): 9.626 / 9.628 eV
energy above the lowest of the compared OMol25 structures with the same formula, charge and spin: 865.3 kJ/mol
calculated total energy: -279.443330 hartree
highest occupied orbital energy (spin up / spin down): -15.122 / -15.126 eV
strongest force on any atom: 0.08738 hartree/bohr

The geometry in XYZ format:
```
9
CH4N3O, DFT ωB97M-V with the def2-TZVPD basis set
H -1.73 1.56 -2.49
N -0.07 1.30 0.07
N 0.99 -0.97 1.39
N -1.25 0.93 -1.84
H 1.22 -1.90 1.77
H 1.36 -0.18 1.92
C 0.31 -0.77 0.35
H -0.14 -1.52 -0.27
O -0.71 1.54 -0.89
```

[7]
Here is a 2-piece molecular cluster, CH4N3O overall from OMol25. Energies are from ωB97M-V with the def2-TZVPD basis set.

## Properties
net charge: +1
orbital gap (spin up / spin down): 8.472 / 8.765 eV
energy above the lowest of the compared OMol25 structures with the same formula, charge and spin: 639.2 kJ/mol
calculated total energy: -279.529433 hartree
highest occupied orbital energy (spin up / spin down): -13.830 / -13.938 eV
strongest force on any atom: 0.08773 hartree/bohr

The geometry in XYZ format:
```
9
CH4N3O, DFT ωB97M-V with the def2-TZVPD basis set
N -2.12 -0.30 0.09
N -1.04 -0.78 0.04
H -0.89 -1.67 0.50
H 2.34 1.00 0.09
O -2.71 0.66 -0.15
C 0.76 0.07 -0.61
N 1.52 0.47 0.34
H 1.25 0.34 1.32
H 0.90 0.21 -1.61
```

[8]
Here is CH4N3O2 as an isolated structure from OMol25. Energies are from ωB97M-V with the def2-TZVPD basis set.

## Properties
net charge: -1
orbital gap: 8.408 eV
energy above the lowest of the compared OMol25 structures with the same formula, charge and spin: 321.8 kJ/mol
calculated total energy: -355.130240 hartree
highest occupied orbital energy: -3.874 eV
strongest force on any atom: 0.12891 hartree/bohr

The geometry in XYZ format:
```
10
CH4N3O2, DFT ωB97M-V with the def2-TZVPD basis set
N 1.68 -0.09 -0.11
C -0.45 0.71 0.34
H -2.20 -0.59 -0.03
H -0.85 -1.18 -0.67
N 0.83 0.94 -0.08
H -0.74 0.23 1.31
N -1.47 -0.50 -0.70
O 2.87 0.23 -0.28
H -1.03 1.55 0.25
O 1.36 -1.30 -0.04
```

[9]
Here is an isolated ion of composition CH4N3OS and charge +1 from OMol25. Energies are from ωB97M-V with the def2-TZVPD basis set.

## Properties
net charge: +1
orbital gap: 9.193 eV
energy above the lowest of the compared OMol25 structures with the same formula, charge and spin: 401.4 kJ/mol
calculated total energy: -677.763925 hartree
highest occupied orbital energy: -14.700 eV
strongest force on any atom: 0.09890 hartree/bohr

The geometry in XYZ format:
```
10
CH4N3OS, DFT ωB97M-V with the def2-TZVPD basis set
N -0.58 0.19 -1.64
O 1.53 0.46 1.13
C 0.09 0.34 -0.53
N -0.84 -0.08 0.93
H 0.85 -1.53 1.28
H -1.14 -0.63 -1.92
H 0.10 0.47 -2.33
N 1.25 0.49 -0.16
H -1.51 0.71 1.22
S 0.24 -0.40 2.02
```

[10]
Here is a 2-piece molecular cluster, CH4N3P overall from OMol25. Energies are from ωB97M-V with the def2-TZVPD basis set.

## Properties
net charge: 0
orbital gap: 9.715 eV
energy above the lowest of the compared OMol25 structures with the same formula, charge and spin: 401.8 kJ/mol
calculated total energy: -545.969304 hartree
highest occupied orbital energy: -9.633 eV
strongest force on any atom: 0.10852 hartree/bohr

The geometry in XYZ format:
```
9
CH4N3P, DFT ωB97M-V with the def2-TZVPD basis set
H 1.85 1.86 1.59
H 0.45 -0.93 0.14
H -0.76 -0.27 -2.27
N -1.33 -0.86 -1.68
C 0.82 0.09 0.57
N -1.85 -0.56 0.49
P 1.74 0.40 1.97
H 0.61 0.84 -0.25
N -1.52 -0.59 -0.56
```

[11]
Here is a 2-piece molecular cluster, CH4N4 overall from OMol25. Energies are from ωB97M-V with the def2-TZVPD basis set.

## Properties
net charge: 0
orbital gap: 10.427 eV
SMILES: [H]/N=C/N.N#N
energy above the lowest of the compared OMol25 structures with the same formula, charge and spin: 11.3 kJ/mol
calculated total energy: -259.555622 hartree
highest occupied orbital energy: -9.325 eV
strongest force on any atom: 0.03281 hartree/bohr

The geometry in XYZ format:
```
9
CH4N4, DFT ωB97M-V with the def2-TZVPD basis set
N -1.09 -1.65 -1.07
H -1.53 1.22 0.16
N -0.08 -1.98 -1.34
C 0.46 0.68 0.18
H 2.26 0.03 0.42
N 1.29 -0.14 0.66
H 0.68 1.54 -0.47
N -0.87 0.50 0.39
H -1.12 -0.20 1.07
```

[12]
Here is CH4N4 as an isolated structure from OMol25. Energies are from ωB97M-V with the def2-TZVPD basis set.

## Properties
net charge: 0
orbital gap: 9.633 eV
energy above the lowest of the compared OMol25 structures with the same formula, charge and spin: 538.2 kJ/mol
calculated total energy: -259.354940 hartree
highest occupied orbital energy: -8.727 eV
strongest force on any atom: 0.09535 hartree/bohr

The geometry in XYZ format:
```
9
CH4N4, DFT ωB97M-V with the def2-TZVPD basis set
N 0.10 1.12 1.03
N -0.72 0.20 1.04
N 0.75 -0.20 -0.81
N 0.94 0.98 -0.06
H 1.02 1.89 -0.45
H -1.74 -0.73 -0.56
H -0.97 -1.68 0.39
C -0.89 -0.68 0.09
H 1.52 -0.90 -0.67
```